(1)
Density functional theory data (ωB97M-V/def2-TZVPD) for a cluster of 10 separate species, C40H88FNO14 in total.

Computed properties:
**Energy**: -75778.6424 eV
**Multiplicity**: 1
**E_HOMO**: -8.8886 eV
**LUMO energy**: 0.51 eV
**Orbital gap**: 9.39 eV
**SMILES**: CNC[C@](F)(OC(=O)COC)OC(=O)c1ccccc1.CC(C)O.CC(C)O.CC(C)O.CC(C)O.CC(C)O.CC(C)O.CC(C)O.CC(C)O.CC(C)O

Geometry as XYZ:
```
144
C40H88FNO14 | the Open Molecules 2025 dataset | ωB97M-V/def2-TZVPD
C -1.7902 -4.4887 2.2478
N -1.8955 -3.2492 1.4765
C -0.6182 -2.6956 1.0661
C -0.6699 -2.1223 -0.3470
F -1.8284 -1.4186 -0.4828
O -0.6483 -3.0228 -1.4032
C -0.1505 -4.2941 -1.2480
O -0.6956 -5.0892 -0.5406
C 1.0923 -4.5965 -2.0433
O 2.1464 -4.5327 -1.1114
C 3.3956 -4.1925 -1.6902
O 0.3305 -1.1354 -0.5127
C 1.5624 -1.4097 -1.0524
O 1.7081 -1.5793 -2.2278
C 2.6783 -1.2560 -0.0842
C 2.9605 -2.1767 0.9199
C 4.0317 -1.9598 1.7683
C 4.8013 -0.8089 1.6417
C 4.4976 0.1229 0.6602
C 3.4522 -0.1087 -0.2138
H -2.6820 -4.6007 2.8608
H -0.9215 -4.5125 2.9140
H -1.7314 -5.3446 1.5804
H -2.3655 -2.5603 2.0448
H -0.3381 -1.8345 1.6794
H 0.1727 -3.4358 1.1695
H 0.9703 -5.6082 -2.4462
H 1.2237 -3.9027 -2.8724
H 3.6779 -4.9188 -2.4572
H 3.3703 -3.1983 -2.1381
H 4.1265 -4.2018 -0.8869
H 2.3813 -3.0832 1.0264
H 4.2462 -2.6962 2.5309
H 5.6280 -0.6418 2.3183
H 5.0771 1.0300 0.5848
H 3.2313 0.6149 -0.9860
C 2.7125 4.3763 2.6987
C 3.7690 3.2874 2.5960
C 4.9142 3.5126 3.5713
O 4.2621 3.1912 1.2581
H 3.1468 5.3499 2.4570
H 1.8986 4.1969 1.9976
H 2.2946 4.4315 3.7046
H 3.3115 2.3151 2.7926
H 5.4119 4.4619 3.3550
H 5.6562 2.7177 3.4838
H 4.5561 3.5427 4.6011
H 4.6774 4.0324 1.0358
C -0.4552 -9.7399 -0.7271
C -0.2846 -9.1081 0.6468
C -1.6286 -8.7891 1.2856
O 0.5210 -7.9376 0.5660
H -0.9738 -9.0469 -1.3955
H 0.5168 -9.9660 -1.1658
H -1.0366 -10.6615 -0.6734
H 0.2710 -9.7910 1.2921
H -2.1753 -8.0703 0.6691
H -1.4852 -8.3442 2.2704
H -2.2419 -9.6851 1.3932
H 0.0584 -7.3019 0.0056
C 5.2627 -1.0907 6.1311
C 4.0440 -1.9906 5.9951
C 3.5393 -2.4659 7.3484
O 4.3309 -3.1013 5.1460
H 6.0841 -1.6370 6.6028
H 5.6016 -0.7562 5.1503
H 5.0424 -0.2136 6.7407
H 3.2494 -1.4466 5.4817
H 4.3123 -3.0510 7.8543
H 2.6631 -3.1023 7.2274
H 3.2738 -1.6251 7.9901
H 5.0302 -3.6204 5.5574
C -0.5451 1.3701 1.1427
C -1.1875 1.9056 2.4087
C -0.3630 3.0380 2.9988
O -1.3620 0.8567 3.3680
H 0.4523 0.9749 1.3599
H -1.1430 0.5670 0.7231
H -0.4428 2.1557 0.3914
H -2.1956 2.2572 2.1850
H 0.6345 2.6801 3.2708
H -0.8319 3.4303 3.9021
H -0.2459 3.8533 2.2828
H -0.4838 0.5292 3.5916
C -0.3700 6.8912 0.9350
C 0.6712 7.0572 2.0317
C 0.7375 8.4906 2.5350
O 1.9501 6.6193 1.5738
H -0.1155 7.5182 0.0761
H -0.4031 5.8561 0.5931
H -1.3641 7.1748 1.2831
H 0.4274 6.3929 2.8628
H 1.0226 9.1627 1.7208
H 1.4850 8.5839 3.3226
H -0.2256 8.8187 2.9276
H 2.2071 7.1765 0.8308
C -4.2576 -2.1454 -2.4340
C -5.4834 -2.0287 -3.3243
C -6.0731 -0.6264 -3.2868
O -6.4722 -2.9910 -2.9548
H -4.5190 -1.9369 -1.3933
H -3.8464 -3.1543 -2.4736
H -3.4792 -1.4433 -2.7336
H -5.2147 -2.2822 -4.3513
H -6.3936 -0.3804 -2.2711
H -6.9471 -0.5618 -3.9359
H -5.3428 0.1178 -3.6082
H -6.7355 -2.7977 -2.0477
C -10.0659 -2.6875 -2.6258
C -10.0859 -2.1485 -1.2049
C -11.5026 -1.9136 -0.7041
O -9.3129 -0.9503 -1.1107
H -10.5293 -1.9727 -3.3123
H -9.0419 -2.8509 -2.9626
H -10.6078 -3.6313 -2.7008
H -9.5828 -2.8551 -0.5426
H -12.0046 -1.1722 -1.3321
H -11.4904 -1.5344 0.3177
H -12.0885 -2.8331 -0.7281
H -9.7182 -0.2950 -1.6885
C 2.6645 3.4898 -3.3806
C 2.3976 4.0003 -1.9749
C 0.9780 3.6904 -1.5234
O 2.6530 5.4039 -1.9056
H 1.9902 3.9859 -4.0842
H 3.6865 3.7253 -3.6806
H 2.5176 2.4109 -3.4574
H 3.0988 3.5448 -1.2727
H 0.2577 4.1766 -2.1881
H 0.8100 4.0657 -0.5125
H 0.7824 2.6163 -1.5337
H 2.0567 5.8390 -2.5263
C 2.4824 7.0426 -7.7725
C 2.5720 6.0197 -6.6513
C 2.4874 4.5939 -7.1719
O 1.5542 6.2543 -5.6734
H 1.5245 6.9494 -8.2920
H 2.5506 8.0544 -7.3736
H 3.2805 6.9007 -8.5020
H 3.5115 6.1531 -6.1133
H 1.5294 4.4231 -7.6714
H 2.5566 3.8896 -6.3434
H 3.2840 4.3725 -7.8830
H 0.7021 6.1470 -6.1097
```

(2)
Density functional theory data (ωB97M-V/def2-TZVPD) for a cluster of 6 separate species, C40H90ClN5O4 in total.

Computed properties:
**Energy**: -71063.0486 eV
**Multiplicity**: 1
**E_HOMO**: -17.7166 eV
**LUMO energy**: -7.40 eV
**Net charge**: +4
**Orbital gap**: 10.31 eV
**Energy above the lowest of the compared OMol25 structures with the same formula, charge and spin**: 0.000 eV

Geometry as XYZ:
```
140
C40H90ClN5O4 | the Open Molecules 2025 dataset | ωB97M-V/def2-TZVPD
Cl -11.1102 12.7223 -1.1022
O -9.7148 12.4136 -0.8505
O -11.1991 13.4379 -2.3451
O -11.9092 11.5126 -1.2404
O -11.6184 13.4662 0.0358
C -12.3410 18.9916 3.7941
C -11.1064 18.9300 2.9209
C -10.4677 17.5641 3.0790
N -9.0909 17.3654 2.4658
C -8.2222 18.5270 2.8701
C -9.2482 17.2769 0.9303
C -9.0198 15.8073 0.5971
C -9.1545 15.0694 1.9425
C -8.5274 16.0601 2.9078
H -12.1423 18.9195 4.8650
H -13.0247 18.1603 3.5783
H -12.9150 19.9023 3.6362
H -10.4213 19.7138 3.2342
H -11.4078 19.1580 1.8958
H -11.1092 16.7923 2.6545
H -10.3551 17.3637 4.1465
H -7.1658 18.3008 2.7534
H -8.3817 18.6670 3.9398
H -8.5277 19.4094 2.3255
H -8.4871 17.9436 0.5390
H -10.2538 17.6172 0.7130
H -7.9971 15.6137 0.2589
H -9.7106 15.3704 -0.1191
H -8.6938 14.0854 1.9535
H -10.2180 14.9252 2.1418
H -7.4397 16.0568 2.8293
H -8.7596 15.8935 3.9588
C -5.2845 18.3384 0.1007
C -4.4272 17.4392 0.9994
C -3.7476 16.3734 0.1368
N -3.2281 15.1955 0.9407
C -2.4339 15.6309 2.1012
C -4.3221 14.2110 1.2846
C -4.5442 13.3929 0.0059
C -3.3466 13.6872 -0.8972
C -2.3451 14.3611 0.0066
H -5.7043 19.1393 0.7056
H -6.0979 17.7524 -0.3427
H -4.7165 18.7404 -0.7355
H -5.0339 16.9373 1.7591
H -3.6477 18.0541 1.4457
H -2.8526 16.8134 -0.2959
H -4.4532 15.9550 -0.5739
H -1.6528 16.3151 1.7751
H -1.9477 14.7721 2.5589
H -3.0856 16.1095 2.8272
H -3.9236 13.6305 2.1096
H -5.1693 14.8457 1.5412
H -4.5624 12.3425 0.3018
H -5.5183 13.5608 -0.4533
H -2.9711 12.7945 -1.4005
H -3.5341 14.3130 -1.7732
H -1.7342 13.6716 0.5858
H -1.6958 15.0710 -0.5001
C -14.4372 12.4498 -3.5958
C -15.1709 11.4140 -2.7503
C -14.7394 10.0034 -3.1094
N -15.0633 8.9606 -2.0698
C -16.4652 9.0720 -1.5903
C -14.1022 8.9413 -0.8789
C -14.1270 7.5194 -0.3945
C -14.1181 6.7037 -1.6903
C -14.8860 7.5740 -2.6972
H -14.4429 12.1265 -4.6388
H -13.4122 12.5770 -3.2652
H -14.9461 13.4108 -3.5363
H -16.2471 11.4487 -2.9314
H -14.9882 11.6310 -1.6924
H -13.6804 9.9000 -3.3519
H -15.2692 9.6585 -4.0011
H -17.1174 9.0879 -2.4618
H -16.5815 10.0097 -1.0564
H -16.6901 8.2079 -0.9742
H -14.4459 9.7517 -0.2349
H -13.1028 9.2624 -1.1732
H -14.8993 7.2783 0.3341
H -13.2045 7.2996 0.1495
H -14.5897 5.7309 -1.5815
H -13.1055 6.5651 -2.0608
H -15.8554 7.1798 -2.9855
H -14.2908 7.7250 -3.5941
C -4.7695 7.0186 -1.8869
C -6.2262 7.4440 -1.7240
C -6.4931 8.6740 -2.5730
N -7.9580 9.0090 -2.7168
C -8.6256 9.1496 -1.4055
C -8.6832 8.0241 -3.6060
C -8.9680 8.7497 -4.9004
C -9.2028 10.1837 -4.4273
C -8.0531 10.3545 -3.4531
H -4.1105 7.7919 -1.4802
H -4.4821 6.8577 -2.9252
H -4.5287 6.1318 -1.3039
H -6.3609 7.7328 -0.6777
H -6.9418 6.6531 -1.9433
H -6.1376 8.5262 -3.5943
H -6.0528 9.5901 -2.1801
H -8.1141 9.9031 -0.8127
H -8.7463 8.2075 -0.8792
H -9.6345 9.5192 -1.6028
H -9.6193 7.7331 -3.1306
H -8.0970 7.1151 -3.7126
H -9.8078 8.3197 -5.4421
H -8.1089 8.6904 -5.5728
H -10.1473 10.2802 -3.8869
H -9.1611 10.8789 -5.2607
H -8.2430 11.1384 -2.7241
H -7.1409 10.4533 -4.0348
C -12.3670 16.5745 -1.3502
C -13.1099 16.4117 -0.0234
C -14.3422 15.5501 -0.2072
N -15.0012 15.1354 1.1010
C -14.1163 14.3100 1.9398
C -15.5174 16.3505 1.8531
C -16.9273 16.0525 2.3661
C -17.2627 14.6244 1.8918
C -16.2509 14.3508 0.7740
H -12.9924 17.1277 -2.0509
H -12.0800 15.6179 -1.7825
H -11.4824 17.1876 -1.1715
H -13.4599 17.3923 0.3183
H -12.4664 15.9930 0.7513
H -14.0019 14.5923 -0.6172
H -15.1239 15.9786 -0.8244
H -13.2911 14.9142 2.3076
H -13.6952 13.4969 1.3524
H -14.6698 13.9342 2.7979
H -14.8413 16.5235 2.6890
H -15.4843 17.2278 1.2152
H -16.9925 16.0781 3.4493
H -17.6554 16.7343 1.9364
H -17.1698 13.8613 2.6636
H -18.2576 14.5445 1.4621
H -15.9765 13.3102 0.6202
H -16.6658 14.7496 -0.1506
```

(3)
Density functional theory data (ωB97M-V/def2-TZVPD) for a cluster of 7 separate species, C40H90F2N7O7S2 in total.

Computed properties:
**Energy**: -94772.9378 eV
**Multiplicity**: 1
**E_HOMO**: -11.2272 eV
**LUMO energy**: -5.41 eV
**Net charge**: +3
**Orbital gap**: 5.82 eV
**Energy above the lowest of the compared OMol25 structures with the same formula, charge and spin**: 8.567 eV

Geometry as XYZ:
```
148
C40H90F2N7O7S2 | the Open Molecules 2025 dataset | ωB97M-V/def2-TZVPD
C -0.1119 -10.0962 0.6060
C -1.2182 -9.2677 1.0981
C -1.0316 -7.7412 0.9801
N -2.2800 -6.7777 1.0315
C -3.1714 -7.0105 2.2848
C -1.7982 -5.3350 1.1442
C -2.7677 -4.5793 0.3221
C -3.7773 -5.4844 -0.2414
C -3.1965 -6.8236 -0.2361
H -0.1697 -10.3564 -0.4509
H -0.1987 -11.1332 0.9303
H 0.8475 -9.7372 0.9787
H -1.3280 -9.4626 2.1649
H -2.1366 -9.6472 0.6501
H -0.4656 -7.5228 0.0745
H -0.4903 -7.3794 1.8542
H -2.4942 -7.0426 3.1383
H -3.6006 -7.9759 2.0167
H -4.0439 -6.3589 2.3325
H -1.7604 -5.1008 2.2080
H -0.7353 -5.3434 0.9025
H -3.1766 -3.8767 1.0482
H -2.0761 -4.1931 -0.4266
H -4.6986 -5.4375 0.3391
H -4.0540 -5.0542 -1.2039
H -3.8140 -7.7208 -0.1925
H -2.5763 -7.0025 -1.1143
C 0.7785 -4.0938 -4.7131
C 1.6249 -3.2442 -5.6051
C 2.0965 -1.9387 -5.0530
N 3.2176 -1.2950 -5.8229
C 2.8016 -1.1179 -7.2941
C 4.5391 -2.1092 -5.7558
C 5.6341 -1.0934 -6.0076
C 5.1361 0.2743 -5.5368
C 3.6309 0.0148 -5.2001
H 0.6551 -5.1024 -5.1077
H -0.1939 -3.6803 -4.4456
H 1.3099 -4.3482 -3.7961
H 1.0229 -2.9755 -6.4731
H 2.5029 -3.7899 -5.9509
H 2.3442 -1.9460 -3.9915
H 1.2668 -1.2325 -5.0851
H 1.8396 -0.6066 -7.3309
H 2.7112 -2.1384 -7.6662
H 3.5808 -0.5927 -7.8466
H 4.5538 -2.8594 -6.5464
H 4.7265 -2.5421 -4.7731
H 6.0292 -0.9835 -7.0176
H 6.5209 -1.2942 -5.4064
H 5.2432 1.0565 -6.2883
H 5.5985 0.5639 -4.5932
H 2.8771 0.7145 -5.5610
H 3.5182 -0.0724 -4.1195
C -3.3887 7.0077 -5.6610
C -4.1118 5.7018 -5.3364
C -3.1787 4.4451 -5.5023
N -3.9738 3.1166 -5.4108
C -4.7464 2.7180 -6.6877
C -4.7200 3.1471 -4.1095
C -4.6057 1.7644 -3.3168
C -3.6716 1.0700 -4.2409
C -2.9107 2.0190 -5.0622
H -3.9752 7.8831 -5.3819
H -2.9598 7.1104 -6.6578
H -2.5661 7.1112 -4.9534
H -4.9564 5.5569 -6.0099
H -4.6135 5.7242 -4.3690
H -2.4400 4.4833 -4.7017
H -2.6859 4.4145 -6.4740
H -4.7175 1.6299 -6.6302
H -4.2218 3.1251 -7.5521
H -5.7264 3.1838 -6.5840
H -5.7860 3.2863 -4.2899
H -4.3432 4.0096 -3.5597
H -5.6036 1.3489 -3.1775
H -3.9534 1.8935 -2.4531
H -4.3336 0.4265 -4.8204
H -2.9793 0.4175 -3.7089
H -2.6201 1.6128 -6.0310
H -2.0429 2.3792 -4.5098
C -5.2395 8.8677 5.4302
C -5.5437 7.4982 4.7194
C -5.4965 7.5317 3.1400
N -4.1655 6.7056 2.7015
C -4.4087 5.2132 3.0133
C -4.0644 6.9631 1.1680
C -2.5829 6.5843 0.8594
C -1.8099 7.1983 2.0512
C -2.8623 7.3903 3.1999
H -5.4886 8.9429 6.4887
H -5.6418 9.6267 4.7593
H -4.1905 9.1589 5.3761
H -6.5613 7.2353 5.0083
H -4.8322 6.7766 5.1209
H -5.4152 8.5649 2.8026
H -6.3278 7.0214 2.6536
H -5.4766 5.0213 3.1184
H -3.9585 4.9946 3.9816
H -3.9289 4.5267 2.3157
H -4.7442 6.3855 0.5416
H -4.0867 8.0385 0.9915
H -2.5279 5.4980 0.7895
H -2.2294 7.1719 0.0121
H -0.9710 6.6065 2.4176
H -1.3406 8.1682 1.8865
H -2.6705 7.0057 4.2016
H -2.9862 8.4445 3.4476
C 4.8740 -1.0183 10.0849
C 3.8799 -1.2338 8.9656
C 4.4966 -1.6119 7.5792
N 4.0640 -0.5634 6.4505
C 2.5878 -0.6617 6.0847
C 4.8246 -1.0531 5.1468
C 6.2264 -0.5256 5.4468
C 6.0531 0.7685 6.0205
C 4.5944 0.8818 6.6330
H 5.6247 -1.8012 10.1925
H 4.3006 -0.9904 11.0115
H 5.4345 -0.1317 9.7885
H 3.3279 -0.2964 8.8966
H 3.1446 -2.0062 9.1909
H 4.0022 -2.5200 7.2341
H 5.5860 -1.6377 7.5571
H 2.3677 -1.5219 5.4525
H 2.3024 0.2882 5.6325
H 2.0801 -0.5826 7.0460
H 4.4080 -0.4958 4.3078
H 4.8825 -2.1006 4.8508
H 6.6053 -0.5914 4.4269
H 6.9385 -1.1416 5.9959
H 6.0233 1.3051 5.0722
H 6.8585 1.3032 6.5241
H 4.0138 1.6193 6.0788
H 4.6035 1.0094 7.7155
N 0.5403 0.6898 0.2592
O 0.6970 -0.4596 0.5355
O 0.7124 1.0707 -0.8801
O 0.1606 1.4493 1.1277
N 6.8427 -4.9232 -1.2673
S 7.5651 -3.4441 -0.7475
O 8.0496 -3.3990 0.6458
O 7.2146 -2.1392 -1.3358
F 8.9502 -3.7294 -1.5741
S 5.6927 -4.7847 -0.2668
O 5.0196 -3.5128 -0.0606
O 6.0104 -5.5930 0.9399
F 4.5814 -5.7483 -1.0174
```

Q: Number 2 is which compound?
A: C40H90ClN5O4